DFT (ωB97M-V/def2-TZVPD) results for a cluster of 3 separate species, C27H41F3O6 in total.

```
77
Properties=species:S:1:pos:R:3:forces:R:3:mulliken_charge:R:1
C 6.21611 -4.44775 0.98967 0.1511 0.0015 -0.0533 -0.7098
O 5.88631 -3.82181 -0.22785 -0.0761 0.0657 0.1419 -0.3421
C 6.73744 -2.73227 -0.56642 -0.1244 -0.0077 -0.1329 -0.7507
C 5.90541 -1.50059 -0.89243 -0.3578 -0.1318 0.0576 -0.4133
C 5.58206 -0.61082 0.31997 0.4464 -0.0785 0.0539 -0.5950
C 5.68118 0.90057 0.07639 -0.5071 0.0714 -0.0478 -0.8345
C 5.16469 1.38492 -1.29239 0.0609 0.2695 0.1398 -0.5938
C 4.12553 2.51251 -1.16153 0.1582 -0.4369 -0.1490 -1.4967
C 2.83620 2.10547 -0.50359 0.1190 0.2671 0.1439 0.4973
C 2.35393 2.80407 0.53046 -0.0106 -0.0832 0.0191 -0.4946
C 1.09451 2.49443 1.23613 0.0031 0.0475 0.0247 -0.0667
O 0.78368 3.10584 2.23892 -0.0765 0.1131 0.1447 -0.5841
C 0.24146 1.42371 0.66987 0.0635 -0.0259 -0.0346 0.0855
C -1.00348 1.16122 1.20840 0.0083 0.1267 0.1406 -0.5235
C -1.81184 0.15325 0.69646 0.0830 0.0527 -0.0377 0.8654
C -3.15115 -0.08581 1.35020 -0.0822 -0.1803 -0.0635 -0.6248
C -4.14647 -1.01532 0.65258 -0.0650 0.1888 0.1539 -0.4042
O -4.22818 -2.29095 1.28719 -0.0331 -0.1203 -0.2180 -0.4301
C -3.37881 -3.27441 0.77599 0.0500 0.1291 0.2456 -0.5650
C -3.81644 -3.82033 -0.59263 -0.1197 -0.5684 -0.0164 0.9892
F -4.96881 -3.28647 -1.02379 0.1495 0.0568 -0.0465 -0.2722
F -4.01036 -5.15847 -0.52326 0.0747 0.2762 -0.0611 -0.3237
F -2.88727 -3.62376 -1.55150 -0.1195 0.1507 0.0756 -0.2630
C -1.32592 -0.57442 -0.38506 -0.1158 -0.2006 -0.0833 -0.1509
C -0.07620 -0.32871 -0.92858 0.0473 0.1093 0.0750 -1.4960
C 0.71575 0.67984 -0.40450 0.1400 -0.1515 -0.1215 0.2801
C 2.06397 0.92701 -1.00250 -0.2939 -0.0384 0.0235 0.8090
O 2.48722 0.19406 -1.86902 0.0885 0.0903 -0.1095 -0.6864
H 6.18418 -3.73821 1.82230 -0.0494 0.0035 0.0664 0.3098
H 5.49362 -5.24054 1.16256 -0.0764 -0.0068 0.0013 0.2403
H 7.21654 -4.89298 0.96023 0.0369 -0.0232 -0.0219 0.3089
H 7.41702 -2.52766 0.26524 0.1233 0.0325 -0.0235 0.4132
H 7.33210 -3.01797 -1.43754 0.0769 -0.0848 0.0054 0.2988
H 6.37132 -0.93664 -1.69987 0.2371 0.1131 0.1043 0.4310
H 4.96873 -1.87628 -1.30843 0.0120 0.0193 -0.1753 0.2031
H 4.60099 -0.85921 0.72396 -0.1281 -0.0208 -0.1104 0.2327
H 6.29071 -0.86410 1.11317 -0.0439 0.0458 0.1146 0.4966
H 5.07837 1.39293 0.84499 0.1059 0.0203 0.1314 0.3425
H 6.69824 1.25635 0.23592 0.1267 -0.1044 -0.0774 0.3658
H 4.72791 0.58249 -1.87305 0.0068 -0.1207 -0.0008 0.5010
H 5.99503 1.78281 -1.87660 0.0200 -0.0132 -0.0674 0.4531
H 3.91007 2.90028 -2.15946 -0.0900 0.0319 -0.0335 0.4220
H 4.56552 3.31779 -0.57378 -0.0690 0.1651 -0.0372 0.3396
H 2.89380 3.65653 0.92166 0.0383 0.0410 0.0553 0.3907
H -1.33413 1.76931 2.04131 -0.0556 -0.0239 0.0494 0.6917
H -2.99268 -0.50459 2.34607 0.0506 0.0358 0.0778 0.2902
H -3.62739 0.88033 1.51558 0.0081 0.0866 -0.0295 0.4857
H -3.94647 -1.11201 -0.41473 0.0511 -0.0380 -0.0555 0.0334
H -5.14513 -0.59348 0.73868 -0.0546 -0.0258 0.0368 0.4143
H -2.34089 -2.93795 0.71582 0.0374 0.0191 -0.1670 0.3018
H -3.40561 -4.11396 1.46572 -0.0788 -0.0228 0.0503 0.3440
H -1.92185 -1.35855 -0.83046 -0.0221 -0.0109 -0.0188 0.2524
H 0.30133 -0.90715 -1.75866 -0.0285 -0.0456 -0.0513 0.5274
C -7.16291 -1.52591 -4.66584 -0.0473 0.1240 0.0061 -1.1410
C -5.74301 -1.53290 -5.21006 -0.0980 -0.2449 0.2022 0.3714
C -5.23251 -2.94736 -5.43418 0.1701 0.0198 -0.0462 -1.1235
O -4.87327 -0.83692 -4.31730 0.0199 0.0938 -0.0672 -0.5067
H -7.19747 -2.03315 -3.69728 0.0043 -0.0757 -0.0352 0.2518
H -7.50916 -0.50355 -4.51278 0.0131 0.0079 -0.0373 0.3122
H -7.85484 -2.02936 -5.34235 0.0119 -0.0231 0.0032 0.3618
H -5.70798 -0.97683 -6.14801 0.0592 0.0633 0.0276 0.3026
H -5.20754 -3.49107 -4.48526 -0.1053 -0.0313 -0.0109 0.2334
H -4.21300 -2.92686 -5.82015 -0.0168 0.0288 -0.0370 0.3101
H -5.85846 -3.49742 -6.13771 -0.0346 -0.0061 0.0313 0.3729
H -4.88646 -1.31753 -3.48176 0.0349 0.0148 0.0103 0.2521
C -2.52052 4.87796 4.05693 -0.0549 -0.0676 -0.0061 -1.1546
C -1.58435 4.59844 5.22314 0.0838 0.0770 -0.1784 0.4370
C -0.40007 5.55266 5.23191 0.0524 -0.0236 0.0508 -1.1851
O -1.13724 3.24625 5.19186 -0.0182 -0.0751 -0.0576 -0.5713
H -1.98963 4.74298 3.11005 0.0313 0.0407 0.0073 0.2199
H -3.36449 4.18749 4.07114 -0.0053 0.0080 0.0246 0.2778
H -2.90476 5.89856 4.09106 0.0067 0.0060 -0.0030 0.4062
H -2.13506 4.69370 6.16084 -0.0021 -0.0369 0.0193 0.3114
H 0.18484 5.43305 4.31585 -0.0327 0.0138 -0.0243 0.2649
H 0.25468 5.33927 6.07684 -0.0191 0.0017 0.0132 0.3114
H -0.72815 6.59129 5.29782 -0.0074 0.0004 -0.0069 0.3812
H -0.63044 3.12472 4.37748 0.0573 0.0181 0.0262 0.3086
```
Positions in Å, forces in eV/Å.

Its charge is 0. The highest occupied orbital energy is -9.58 eV. Its SMILES is COCCCCCCC1=CC(=O)c2cc(CCOCC(F)(F)F)ccc2C1=O.CC(C)O.CC(C)O. As for the LUMO energy: -1.3 eV.

DFT (ωB97M-V/def2-TZVPD) results for the molecule C4H6N2O2.

```
14
Properties=species:S:1:pos:R:3:forces:R:3:nbo_charge:R:1
O 2.26222 -0.75070 -0.25721 -1.4207 7.1904 2.1145 -0.6148
C 2.07704 0.53081 0.08336 1.2793 -3.6970 -1.6060 0.5166
N 0.82626 1.19034 0.24700 -0.6487 3.1698 -0.4025 -0.7274
C -0.61597 1.00972 -0.04730 3.3159 1.3310 -0.6683 0.6273
O -1.23842 1.97015 -0.31030 -0.4842 4.3652 -0.5185 -0.5351
C -1.32864 -0.11382 0.01557 -5.3715 -7.2612 -1.4111 -0.1724
C -0.77895 -1.51567 -0.56485 0.0018 -0.3331 1.3799 -0.2624
N -0.87659 -1.15883 0.85457 -0.8870 -1.5273 0.2958 -0.5552
H 3.05867 1.27640 0.24196 -2.8055 -1.9435 -0.3166 0.1748
H 0.62123 2.34824 0.24200 2.2691 -3.5109 0.1624 0.4543
H -2.54207 -0.09237 -0.03924 3.3176 0.6773 -0.0877 0.2377
H -1.74574 -2.12064 -0.61506 1.9481 0.3201 -1.3527 0.2260
H 0.33264 -1.81191 -1.00311 -3.3707 1.2702 0.9784 0.2874
H -0.05168 -0.76173 1.15260 2.8564 -0.0511 1.4325 0.3431
```
Positions in Å, forces in eV/Å.

Its charge is 0. The highest occupied orbital energy is -9.69 eV. Its SMILES is O=CNC(=O)[C@H]1CN1. As for the LUMO energy: 0.2 eV.

DFT (ωB97M-V/def2-TZVPD) results for a structure of composition C43H37AsBr2N3O2S2Ti.

```
91
Properties=species:S:1:pos:R:3:forces:R:3:mulliken_charge:R:1
Ti -1.04604 -0.19733 -0.29204 -1.4131 -1.2919 0.0771 0.4404
C -4.16687 0.34686 -1.49977 0.0376 -0.0147 0.0152 -1.4246
N -3.57249 -0.36454 -0.35016 -0.1207 -0.1649 0.0706 1.6207
C -4.06174 0.20094 0.92046 0.0857 0.1060 -0.0185 -1.5179
C -3.31798 1.46368 1.30717 -0.0578 -0.0236 -0.1263 -1.4789
N -1.82463 1.39564 1.24554 0.1419 -0.1666 0.1548 1.8591
C -1.35912 2.74043 0.84483 -0.0264 0.0065 0.0813 -1.6386
C -1.25196 1.00313 2.54242 -0.0217 0.0104 0.0828 -0.8008
C -0.82607 1.94450 3.47255 -0.0279 0.0564 0.0030 -0.2884
C -0.30527 1.55114 4.69823 -0.0152 -0.0034 0.0132 -0.9888
C -0.22646 0.20300 5.00858 -0.0064 -0.0086 -0.0089 -0.5644
C -0.64679 -0.73892 4.08433 -0.0080 -0.0054 0.0540 -1.0050
C -1.14539 -0.35936 2.83877 -0.0501 -0.0476 -0.0670 1.1852
S -1.60933 -1.57737 1.66271 -0.0305 -0.1719 0.1218 -0.4540
C -3.93465 -1.77250 -0.46287 -0.0415 0.0677 -0.0584 -0.6018
C -5.17214 -2.23800 -0.04101 -0.0394 0.0278 0.0831 -0.4258
C -5.51209 -3.57512 -0.18298 0.0212 -0.0213 -0.0211 -1.0202
C -4.60910 -4.45458 -0.76306 0.0056 -0.0047 0.0111 -0.6722
C -3.37992 -3.98986 -1.20294 0.0192 0.0337 -0.0104 -0.8495
C -3.03394 -2.64646 -1.06551 -0.0110 -0.0868 -0.0415 1.1567
S -1.50345 -2.05642 -1.70652 -0.0605 -0.0439 0.1992 -0.5475
H -5.25266 0.21222 -1.51342 -0.0415 -0.0174 0.0242 0.4161
H -3.74926 -0.05714 -2.41970 0.0487 0.0105 -0.0271 0.3948
H -3.93413 1.40613 -1.44916 0.0404 0.0153 0.0013 0.2133
H -3.95427 -0.55169 1.69139 0.0125 -0.0859 0.0448 0.6446
H -5.12213 0.47086 0.84734 -0.0431 -0.0054 -0.0006 0.5096
H -3.62245 1.73859 2.31885 0.0107 0.1185 0.0328 0.3750
H -3.62110 2.27112 0.64111 0.0381 0.0237 -0.0498 0.7022
H -1.72638 3.50696 1.53061 -0.0077 0.0068 0.0384 0.6686
H -1.74116 2.96595 -0.13985 -0.0195 -0.0321 -0.0862 0.0536
H -0.27816 2.76140 0.81628 0.0685 -0.0071 0.0222 0.2612
H -0.88978 3.00347 3.26473 0.0041 -0.0390 -0.0292 0.4027
H 0.03020 2.30345 5.40177 -0.0048 -0.0434 -0.0278 0.4195
H 0.18063 -0.11514 5.96132 -0.0279 0.0005 -0.0371 0.4220
H -0.57498 -1.79823 4.30286 0.0221 0.0372 0.0040 0.4377
H -5.88372 -1.55796 0.41291 0.0382 -0.0209 -0.0176 0.3842
H -6.47820 -3.92421 0.15854 0.0227 0.0000 0.0008 0.4052
H -4.86028 -5.50305 -0.87026 0.0109 0.0382 -0.0024 0.3804
H -2.66225 -4.66215 -1.65855 -0.0500 0.0001 0.0172 0.4744
Br -2.70023 3.77931 -2.60198 0.0502 -0.0286 -0.0221 -0.1812
C -1.26065 2.73198 -3.25252 -0.1523 0.0363 0.2212 0.3510
C -0.64169 3.15773 -4.44107 0.0670 0.0027 -0.0005 -0.4570
C 0.37337 2.43082 -4.97995 0.0052 0.0594 -0.1143 0.1892
Br 1.17682 3.03876 -6.58688 0.0022 -0.0109 0.0470 -0.2276
C 0.81763 1.23789 -4.36444 0.0510 -0.0947 0.1383 1.1661
C 1.84336 0.40369 -4.86092 -0.0168 0.0420 -0.0284 -1.1973
C 2.16805 -0.73712 -4.18816 0.0943 -0.0085 -0.0522 -1.4193
C 1.48230 -1.05272 -3.00139 -0.1665 -0.0870 0.0389 -0.1478
N 0.54749 -0.28602 -2.49459 -0.0771 0.1611 -0.0521 0.2890
C 0.20018 0.84327 -3.15655 0.0376 -0.0744 -0.0751 -0.9773
C -0.86614 1.59917 -2.57563 -0.1160 0.0442 -0.1120 0.0704
O -1.45060 1.15821 -1.47352 0.0954 1.2665 -1.0352 0.4690
H -0.98031 4.06407 -4.92156 -0.0270 0.0003 0.0135 0.4605
H 2.35303 0.67881 -5.77472 -0.0059 -0.0181 0.0099 0.3614
H 2.94673 -1.39688 -4.54752 -0.0475 -0.0074 0.0062 0.4656
H 1.69088 -1.97774 -2.47564 0.0467 0.0150 0.0617 0.5999
O 0.57375 -0.14511 0.32890 1.3673 0.1863 0.3178 1.2717
As 2.33047 -0.31028 0.08810 0.8170 0.1972 0.2993 1.0879
C 2.50013 1.70767 -0.45053 -0.2442 -0.1544 0.0546 0.1260
C 2.06696 2.71358 0.40400 0.1515 0.0763 -0.0628 -0.8076
C 2.05074 4.03212 -0.03703 -0.0034 -0.0300 0.0349 -0.4636
C 2.46475 4.34054 -1.32791 -0.0064 -0.0315 -0.0359 -0.7769
C 2.92506 3.33606 -2.16929 0.0104 0.0610 0.0204 -0.4670
C 2.94562 2.01852 -1.72480 0.0098 -0.0427 0.0468 -0.6391
C 2.42453 -2.38602 0.05824 -0.1997 0.2188 -0.1963 0.1944
C 3.67588 -2.88035 -0.28978 -0.0334 -0.0062 0.0537 -0.6388
C 3.85119 -4.24219 -0.49037 0.0251 0.0175 0.0114 -0.8750
C 2.76812 -5.10583 -0.36788 0.0081 -0.0153 -0.0035 -0.5239
C 1.51939 -4.60677 -0.02818 -0.0059 0.0584 0.0072 -1.0753
C 1.34185 -3.24066 0.18220 0.0923 -0.1188 0.0642 0.1709
C 3.01998 -0.13109 1.90159 -0.1593 -0.0542 -0.0036 0.6065
C 3.96868 0.83176 2.23329 0.0250 -0.0638 -0.0418 -0.5625
C 4.47635 0.89837 3.52398 -0.0031 -0.0224 0.0118 -0.7072
C 4.03630 0.00413 4.49055 0.0129 0.0173 0.0162 -0.6319
C 3.08912 -0.95761 4.16619 -0.0059 0.0062 -0.0334 -0.7074
C 2.58434 -1.02742 2.87560 0.0141 0.0797 0.0088 -0.2848
H 1.76353 2.46942 1.41730 -0.0456 0.0218 -0.0111 0.8199
H 1.70948 4.82143 0.62396 0.0093 -0.0214 -0.0103 0.4089
H 2.43189 5.36601 -1.67545 0.0245 -0.0216 0.0131 0.3978
H 3.26627 3.57967 -3.16917 -0.0257 -0.0162 0.0100 0.4301
H 3.30872 1.22814 -2.37469 -0.0417 0.0083 -0.0286 0.4899
H 4.51830 -2.20224 -0.39428 0.0112 0.0020 -0.0418 0.3901
H 4.82910 -4.62957 -0.75035 -0.0147 0.0026 0.0072 0.4070
H 2.90342 -6.16704 -0.53937 -0.0152 0.0258 0.0108 0.3912
H 0.67085 -5.27391 0.07261 0.0332 0.0106 -0.0018 0.4553
H 0.37354 -2.86236 0.46904 -0.1098 0.0333 -0.0161 0.2817
H 4.32007 1.52543 1.48070 0.0044 0.0466 0.0037 0.4143
H 5.21556 1.64934 3.77445 -0.0046 -0.0202 -0.0128 0.4186
H 4.43451 0.05626 5.49760 -0.0229 -0.0004 -0.0469 0.3904
H 2.74335 -1.65682 4.91846 -0.0020 0.0276 -0.0234 0.4446
H 1.84345 -1.77584 2.62381 -0.0166 -0.0292 0.0107 0.2001
```
Positions in Å, forces in eV/Å.

Its charge is 0. As for the expectation value of S²: 0.758. The highest occupied orbital energy (alpha / beta) is -6.58 / -7.27 eV. As for the LUMO energy (alpha / beta): -0.3 / -0.4 eV. The spin multiplicity is 2.

DFT (ωB97M-V/def2-TZVPD) results for the molecule H14Si7.

```
21
Properties=species:S:1:pos:R:3:forces:R:3:nbo_charge:R:1
Si -2.35998 -0.02322 1.80102 -1.4465 -0.0591 2.0384 0.1815
Si -2.03081 -1.73097 0.20258 -0.2648 0.6513 0.5726 0.1996
Si -0.71704 1.65094 2.00837 0.3298 0.0008 0.2712 0.1589
Si -0.47980 -1.11958 -1.44526 0.1914 -0.0185 0.7273 0.2181
Si 1.28444 1.30842 0.85753 0.3210 -0.7112 2.1739 0.1991
Si 1.01752 -2.67798 -2.34114 1.3177 -0.8937 0.8213 0.3426
Si 2.61813 2.72672 -0.30017 -0.5513 2.0845 -1.2850 0.3543
H -3.77418 0.72246 1.44289 1.8047 -0.8761 0.3144 -0.0784
H -2.63564 -0.68076 3.27371 0.2945 0.6631 -1.7796 -0.0935
H -1.27911 -2.91147 0.51831 0.4622 -0.7693 0.9823 -0.1250
H -3.46630 -2.15700 0.33450 0.1996 0.0254 -0.9457 -0.0921
H -1.23738 2.41674 0.96126 -0.9725 1.2019 -1.5936 -0.1455
H -0.63467 2.74816 3.03967 0.0220 -0.7527 0.1725 -0.0766
H -1.30044 -1.00614 -2.59022 -0.7984 0.8783 -1.4497 -0.1806
H 2.24794 1.05044 2.05695 -0.3713 -0.4637 -0.8514 -0.1570
H 1.14644 -3.83502 -1.26058 0.2483 1.1987 -0.9401 -0.1200
H 2.39693 -1.87395 -2.61804 -1.5786 -1.1660 0.2484 -0.0981
H 0.51382 -3.46591 -3.54674 0.2418 0.7633 0.4194 -0.1120
H 3.97196 3.32570 -0.08694 -0.3899 -0.1261 0.7723 -0.1010
H 1.79339 3.80713 -1.05256 0.5325 -0.7455 0.5590 -0.1236
H 2.92479 1.72530 -1.25514 0.4079 -0.8857 -1.2278 -0.1506
```
Positions in Å, forces in eV/Å.

Its charge is 0. The highest occupied orbital energy (alpha / beta) is -8.30 / -8.13 eV. As for the LUMO energy (alpha / beta): -1.7 / -1.9 eV.

Number 1: F_max 0.58 eV Å⁻¹. Number 2: F_max 9.14 eV Å⁻¹. Number 3: F_max 1.92 eV Å⁻¹. Number 4: F_max 2.51 eV Å⁻¹.